DFT (wB97M-V/def2-TZVPD) results for a structure of composition C4H5NO.

Geometry (Å):
C -1.82 -0.10 0.12
C -0.34 -0.37 0.15
N 0.35 -1.35 0.46
O 1.61 -1.45 0.44
C 2.14 0.38 -0.23
C 1.01 0.95 -0.38
H -2.43 -1.02 0.13
H -2.13 0.51 0.97
H -2.06 0.45 -0.80
H 3.18 0.14 -0.20
H 0.49 1.85 -0.67

Energy above the lowest of the compared OMol25 structures with the same formula, charge and spin = 500.3 kJ/mol
E_tot = -285.2240 hartree
HOMO level = -9.338 eV
Total charge = 0
Multiplicity = 1
LUMO level = 0.0259 Eh

---

DFT (wB97M-V/def2-TZVPD) results for the molecule C3HFOS2.

Geometry (Å):
C 1.75 0.21 -0.23
C -0.98 -0.45 -1.30
C -0.56 0.31 1.23
O -0.87 0.82 2.22
F -1.53 -0.66 -2.49
S 1.13 -0.57 0.99
S -1.82 0.45 -0.19
H 2.89 -0.09 -0.23

Energy above the lowest of the compared OMol25 structures with the same formula, charge and spin = 361.8 kJ/mol
E_tot = -1086.1733 hartree
HOMO level = -8.534 eV
Total charge = 0
Multiplicity = 1
LUMO level = -0.0179 Eh

---

DFT (wB97M-V/def2-TZVPD) results for the molecule C4H9O2.

Geometry (Å):
C -0.09 -0.51 -1.29
O -0.89 -0.30 -2.34
C 0.48 0.69 -0.63
C 0.62 0.70 0.91
C -0.05 -0.49 1.59
O -1.37 -0.73 1.13
H 0.63 -1.39 -1.38
H -0.97 -0.81 -0.68
H -1.81 -0.27 -2.03
H 1.59 0.78 -0.83
H -0.03 1.58 -0.98
H -0.08 1.50 1.33
H 1.66 0.92 1.26
H 0.37 -1.42 1.29
H -0.06 -0.24 2.64

Expectation value of S² = 0.755
Energy above the lowest of the compared OMol25 structures with the same formula, charge and spin = 226.1 kJ/mol
E_tot = -308.1271 hartree
HOMO level (alpha / beta) = -9.766 / -9.805 eV
Total charge = 0
Multiplicity = 2
LUMO level (alpha / beta) = 0.0348 / -0.0483 Eh

---

DFT (wB97M-V/def2-TZVPD) results for a cluster of 14 separate species, C45H123F6N11O14 in total.

Geometry (Å):
N -17.38 1.06 -10.69
H -16.77 0.66 -11.39
H -18.11 0.42 -10.42
H -17.77 1.94 -11.00
H -16.79 1.21 -9.88
N -13.41 0.16 -10.17
H -14.18 0.51 -9.61
H -13.72 0.15 -11.13
H -13.24 -0.77 -9.83
H -12.54 0.67 -10.18
C -15.95 0.89 -7.26
O -15.70 2.13 -6.53
O -15.53 1.20 -8.59
C -15.35 -0.34 -6.48
F -15.08 -1.41 -7.21
F -14.22 -0.07 -5.80
F -16.19 -0.84 -5.56
C -16.14 2.20 -5.21
C -15.96 3.68 -4.86
H -16.38 4.36 -5.60
H -16.41 3.85 -3.88
H -14.91 3.96 -4.77
H -15.56 1.55 -4.56
H -17.22 2.12 -5.06
H -17.03 0.72 -7.27
C -19.63 -1.61 -8.72
O -18.63 -2.66 -8.65
O -19.24 -0.98 -9.95
C -21.15 -2.08 -8.58
F -21.51 -3.25 -9.18
F -21.46 -2.16 -7.28
F -21.96 -1.18 -9.16
C -18.27 -3.21 -7.38
C -17.26 -4.25 -7.54
H -17.46 -4.99 -8.32
H -16.29 -3.79 -7.71
H -17.08 -4.76 -6.60
H -19.13 -3.83 -7.13
H -18.03 -2.46 -6.62
H -19.51 -0.92 -7.89
C -15.58 4.66 -9.76
O -16.55 3.75 -9.15
H -14.77 4.89 -9.06
H -15.08 4.28 -10.65
H -16.11 5.58 -9.98
H -16.18 2.89 -8.93
C -10.58 3.34 -6.60
C -12.13 3.25 -6.52
C -12.81 4.60 -6.78
O -12.27 5.69 -5.97
C -12.64 5.73 -4.59
N -12.53 2.16 -7.45
H -10.18 3.95 -5.78
H -10.16 3.69 -7.54
H -10.15 2.38 -6.30
H -12.45 2.90 -5.54
H -13.86 4.44 -6.53
H -12.68 4.83 -7.84
H -12.46 4.79 -4.07
H -13.65 6.12 -4.65
H -12.01 6.52 -4.20
H -13.53 2.15 -7.59
H -12.30 1.35 -6.90
C -19.56 0.11 -4.47
C -20.76 1.01 -4.31
C -22.08 0.60 -4.95
O -23.00 1.69 -4.72
C -24.28 1.26 -5.15
N -20.89 1.36 -2.87
H -18.64 0.45 -3.99
H -19.43 0.12 -5.55
H -19.78 -0.88 -4.08
H -20.36 1.87 -4.84
H -22.40 -0.35 -4.51
H -21.94 0.33 -6.00
H -24.60 0.48 -4.45
H -24.33 0.80 -6.14
H -25.01 2.07 -5.19
H -21.63 2.04 -2.95
H -21.42 0.62 -2.42
C -11.38 -2.98 -10.55
C -12.91 -3.12 -10.46
C -13.42 -4.59 -10.28
O -14.83 -4.67 -10.21
C -15.25 -5.93 -9.69
N -13.22 -2.46 -9.17
H -11.02 -1.95 -10.52
H -11.02 -3.45 -11.46
H -10.92 -3.42 -9.66
H -13.33 -2.66 -11.35
H -12.88 -4.98 -9.42
H -13.07 -5.11 -11.17
H -14.91 -6.74 -10.35
H -16.34 -5.96 -9.69
H -15.03 -6.08 -8.64
H -12.70 -2.97 -8.47
H -14.18 -2.64 -8.93
C -17.00 7.33 0.76
C -17.30 6.18 -0.20
C -15.99 5.54 -0.76
O -15.15 6.44 -1.38
C -15.62 6.94 -2.58
N -18.03 5.14 0.59
H -16.30 7.04 1.54
H -17.92 7.75 1.16
H -16.48 8.16 0.28
H -17.95 6.50 -1.01
H -16.09 4.61 -1.32
H -15.34 5.24 0.06
H -16.03 6.22 -3.28
H -14.78 7.37 -3.12
H -16.39 7.70 -2.40
H -18.82 5.62 0.98
H -18.40 4.47 -0.08
C -15.50 -3.63 -4.04
C -16.25 -4.38 -2.94
C -17.22 -5.44 -3.52
O -18.41 -4.84 -4.11
C -19.18 -5.83 -4.80
N -15.33 -4.96 -1.97
H -14.90 -4.31 -4.65
H -14.90 -2.80 -3.67
H -16.21 -3.17 -4.73
H -16.92 -3.70 -2.42
H -17.54 -6.21 -2.82
H -16.73 -6.04 -4.29
H -20.06 -5.33 -5.21
H -19.38 -6.67 -4.14
H -18.61 -6.18 -5.66
H -14.65 -4.28 -1.66
H -14.69 -5.64 -2.33
C -10.40 1.07 -3.18
C -11.64 0.20 -3.28
C -11.63 -0.82 -4.49
O -11.33 -0.06 -5.68
C -10.93 -0.86 -6.88
N -11.75 -0.47 -1.96
H -10.06 1.41 -4.16
H -9.59 0.42 -2.85
H -10.55 1.85 -2.44
H -12.48 0.87 -3.47
H -12.57 -1.37 -4.49
H -10.83 -1.55 -4.33
H -11.72 -1.51 -7.26
H -10.03 -1.43 -6.64
H -10.66 -0.15 -7.66
H -12.59 -1.04 -1.94
H -11.85 0.13 -1.15
C -22.59 6.95 -4.14
C -22.67 5.56 -4.84
C -21.49 4.72 -4.64
O -20.38 5.41 -5.18
C -19.13 4.96 -4.58
N -23.92 4.92 -4.53
H -22.15 6.75 -3.16
H -23.52 7.48 -3.97
H -21.89 7.58 -4.69
H -22.72 5.69 -5.92
H -21.62 3.80 -5.21
H -21.34 4.44 -3.60
H -19.00 5.21 -3.53
H -18.24 5.40 -5.04
H -19.01 3.90 -4.82
H -24.03 4.86 -3.52
H -23.91 3.95 -4.80
C -19.41 1.91 0.31
C -18.26 1.91 -0.63
C -17.83 0.59 -1.14
O -16.85 0.79 -2.16
C -16.15 -0.42 -2.51
N -18.55 2.86 -1.68
H -20.33 1.51 -0.10
H -19.68 2.91 0.66
H -19.24 1.31 1.20
H -17.35 2.30 -0.17
H -18.61 -0.01 -1.61
H -17.36 0.01 -0.34
H -15.26 -0.13 -3.08
H -16.69 -1.14 -3.13
H -15.88 -0.97 -1.61
H -19.22 2.36 -2.23
H -17.73 2.65 -2.23
C -19.39 2.85 -8.24
C -20.73 2.19 -8.62
C -21.88 3.16 -8.27
O -23.16 2.49 -8.36
C -24.27 3.30 -8.04
N -20.66 1.72 -9.99
H -18.53 2.18 -8.28
H -19.30 3.23 -7.23
H -19.09 3.71 -8.86
H -20.97 1.31 -8.03
H -21.88 3.96 -9.00
H -21.62 3.67 -7.35
H -24.13 3.83 -7.10
H -25.24 2.81 -8.06
H -24.34 4.06 -8.81
H -20.16 0.84 -10.04
H -21.57 1.53 -10.37

E_tot = -4042.8759 hartree
HOMO level = -7.551 eV
Total charge = 0
Multiplicity = 1
LUMO level = -0.0276 Eh

---

DFT (wB97M-V/def2-TZVPD) results for a structure of composition C25H28F5O2SSn.

Geometry (Å):
O 1.53 0.55 -0.50
C 1.54 0.27 -1.94
C 2.93 0.94 -2.14
H 0.66 0.77 -2.40
H 1.42 -0.81 -2.18
C 2.79 1.26 -0.63
H 2.99 1.92 -2.59
H 3.79 0.32 -2.39
C 2.61 2.77 -0.40
H 1.92 3.18 -1.17
H 3.57 3.28 -0.52
H 2.22 3.01 0.59
C 3.84 0.56 0.19
H 3.98 -0.44 -0.24
H 3.54 0.45 1.25
H 4.79 1.08 0.15
Sn -2.64 -1.15 -0.94
C 0.59 -2.89 1.90
C -0.33 -3.41 0.95
C 0.23 -3.28 -0.35
H -1.30 -3.85 1.20
C 1.47 -2.60 -0.19
C 1.70 -2.38 1.20
H 2.54 -1.86 1.64
H 0.42 -2.83 2.97
H -0.23 -3.57 -1.31
H 2.14 -2.30 -1.00
C -0.74 -0.52 3.81
C 0.64 -0.46 3.44
C 0.78 0.50 2.41
H 1.43 -1.13 3.78
C -0.50 1.01 2.10
C -1.46 0.33 2.92
H -2.55 0.45 2.88
H -1.19 -1.11 4.60
H 1.69 0.71 1.87
H -0.71 1.71 1.29
O 0.44 2.31 -3.56
C 1.64 2.84 -4.25
C 1.27 3.32 -5.64
H 2.34 2.01 -4.42
H 2.12 3.63 -3.65
C -0.10 2.68 -5.89
H 1.98 2.96 -6.39
H 1.23 4.41 -5.63
C -0.55 2.01 -4.57
H 0.00 1.88 -6.64
H -0.81 3.46 -6.20
H -0.58 0.90 -4.69
H -1.54 2.33 -4.21
F -5.52 -2.07 6.37
C -5.03 -2.11 5.12
C -3.93 -2.91 4.82
F -3.22 -3.52 5.80
C -3.48 -2.96 3.50
F -2.22 -3.42 3.27
C -4.12 -2.30 2.43
S -3.65 -2.67 0.77
C -5.07 -1.34 2.83
F -5.32 -0.36 1.94
C -5.55 -1.26 4.13
F -6.43 -0.31 4.50

Energy above the lowest of the compared OMol25 structures with the same formula, charge and spin = 44.6 kJ/mol
E_tot = -2231.4677 hartree
HOMO level (alpha / beta) = -3.239 / -3.101 eV
Total charge = -1
Multiplicity = 1
LUMO level (alpha / beta) = 0.0734 / 0.0589 Eh

---

DFT (wB97M-V/def2-TZVPD) results for the molecule C4H6ClNOS.

Geometry (Å):
C -3.02 -0.42 -0.48
C -1.91 -1.11 -0.17
N -0.58 -0.73 0.23
O 0.15 -1.84 0.56
C 0.03 0.48 0.33
S -0.84 1.85 0.04
C 1.48 0.41 0.73
Cl 2.43 -0.17 -0.61
H -3.97 -0.97 -0.61
H -3.04 0.64 -0.78
H -2.01 -2.15 0.03
H 0.93 -1.88 -0.10
H 1.80 1.45 0.96
H 1.65 -0.22 1.59

Energy above the lowest of the compared OMol25 structures with the same formula, charge and spin = 294.2 kJ/mol
E_tot = -1144.2964 hartree
Structure (SMILES) = C=CN(O)C(=S)CCl
HOMO level = -8.661 eV
Total charge = 0
Multiplicity = 1
LUMO level = 0.0008 Eh

---

Copy entry 6 word for word.
DFT (wB97M-V/def2-TZVPD) results for the molecule C4H6ClNOS.

Geometry (Å):
C -3.02 -0.42 -0.48
C -1.91 -1.11 -0.17
N -0.58 -0.73 0.23
O 0.15 -1.84 0.56
C 0.03 0.48 0.33
S -0.84 1.85 0.04
C 1.48 0.41 0.73
Cl 2.43 -0.17 -0.61
H -3.97 -0.97 -0.61
H -3.04 0.64 -0.78
H -2.01 -2.15 0.03
H 0.93 -1.88 -0.10
H 1.80 1.45 0.96
H 1.65 -0.22 1.59

Energy above the lowest of the compared OMol25 structures with the same formula, charge and spin = 294.2 kJ/mol
E_tot = -1144.2964 hartree
Structure (SMILES) = C=CN(O)C(=S)CCl
HOMO level = -8.661 eV
Total charge = 0
Multiplicity = 1
LUMO level = 0.0008 Eh

---

Question: Number 1 is which compound?
Answer: C4H5NO

---

Question: total charge of number 6 (C4H6ClNOS)?
Answer: 0